Entry 1:
71
Properties=species:S:1:pos:R:3:forces:R:3:mulliken_charge:R:1 method="wB97M-V/def2-TZVPD" total_energy_ha=-2085.0602 homo_lumo_gap_ev=10.10 max_force_ev_per_a=3.2 smiles="O=S1(=O)CCCC1.O=C1OCCO1.O=C1OCCO1.CO.CO.CO.CO.CO.CO"
O 1.457909 -21.494385 -9.659828 -0.6 -0.5 -0.9 -0.7453
S 1.412178 -20.717818 -8.461402 2.7 0.5 -1.7 1.0514
O 0.337385 -20.858791 -7.555098 -1.8 -0.2 1.6 -0.5280
C 2.979791 -20.990617 -7.648242 1.3 0.0 0.6 -0.6934
C 3.898081 -19.777845 -7.961633 -0.8 0.4 0.0 -0.4033
C 2.910505 -18.604591 -7.954581 -1.5 0.1 0.5 -0.1610
C 1.736822 -18.985402 -8.867024 -0.4 0.1 0.3 -0.4414
H 3.473756 -21.966605 -7.734368 -0.5 0.1 -1.0 0.4732
H 2.735280 -21.024379 -6.611126 -0.2 0.6 1.1 0.2678
H 4.550557 -19.539048 -7.150705 0.7 -0.5 0.6 -0.0356
H 4.507647 -19.875935 -8.878750 -0.6 0.0 0.3 0.3546
H 3.218889 -17.608186 -8.212743 0.9 0.3 -0.4 0.5854
H 2.513876 -18.441306 -6.912375 0.3 -0.5 -0.8 -0.2340
H 1.984980 -18.950062 -9.932699 0.0 -0.1 0.2 0.3939
H 0.838907 -18.375336 -8.704270 0.2 -0.3 0.0 0.0437
O 4.627250 -15.741086 -4.256425 0.3 -1.5 1.4 -0.6405
C 3.946650 -14.947906 -4.794609 0.4 1.1 -2.9 0.7224
O 3.733995 -13.706371 -4.375760 0.5 -0.1 0.6 -0.3889
C 2.975151 -12.965369 -5.339935 -1.3 -1.4 1.4 -0.3480
C 3.071027 -13.848853 -6.564197 0.5 0.8 -0.8 -0.2205
O 3.519684 -15.105906 -6.112746 -0.2 -0.4 2.3 -0.2172
H 1.973894 -13.038300 -4.897079 -0.1 0.6 -0.6 0.2123
H 3.326803 -11.953614 -5.340823 0.3 0.4 -0.4 0.3128
H 3.888230 -13.533672 -7.210328 -0.5 0.5 -0.6 0.3205
H 2.095058 -13.949364 -7.012223 0.0 0.0 -0.5 0.1508
O -0.852952 -17.128965 -10.055880 1.2 0.7 -0.3 -0.5271
C -1.719123 -17.806768 -9.634871 -0.9 0.6 -0.5 0.6696
O -1.658525 -19.117739 -9.494982 0.3 -1.0 0.3 -0.2203
C -2.766612 -19.570880 -8.741153 -0.7 0.3 0.9 -0.1086
C -3.738135 -18.383326 -8.779491 -0.9 -0.4 -2.4 -0.3113
O -2.942285 -17.325081 -9.332841 -0.1 -0.2 0.7 -0.3620
H -3.152923 -20.508436 -9.132858 0.1 0.2 -0.2 0.3424
H -2.513669 -19.699547 -7.698908 0.7 -0.4 0.2 0.0607
H -4.142840 -18.065168 -7.834287 -0.1 -0.1 0.3 0.2887
H -4.552751 -18.588248 -9.535168 0.5 0.3 1.0 0.2162
C -1.109078 -14.478121 -6.275542 0.3 -0.9 -0.8 -0.7117
O 0.193614 -14.812463 -5.781905 -0.2 -0.4 0.2 -0.3132
H -1.735192 -15.332994 -6.624325 0.7 0.1 0.5 0.1699
H -1.663329 -13.930129 -5.560503 -0.6 0.6 0.8 0.3467
H -0.984730 -13.865514 -7.164867 0.2 0.2 0.0 0.2730
H 0.184037 -15.040259 -4.828600 -0.4 0.3 -0.4 0.2030
C -0.685593 -23.847585 -5.139533 1.6 -1.3 -0.4 -0.6158
O -1.137554 -22.554570 -5.319894 -0.6 0.9 0.7 -0.4980
H -0.617576 -24.210058 -4.100064 -0.3 0.7 -0.1 0.2558
H -1.309834 -24.543671 -5.669269 -0.5 -0.5 -0.3 0.2874
H 0.334455 -24.002649 -5.560053 -0.4 0.2 0.2 0.2188
H -0.621849 -22.101249 -5.985073 0.3 0.1 -0.3 0.3770
C 1.428586 -15.650271 -2.303173 -0.8 -0.1 3.0 -0.2498
O 0.160428 -15.172016 -2.726534 1.0 1.2 -1.5 -0.5325
H 1.970022 -16.122988 -3.051443 0.6 -1.0 -1.7 -0.0834
H 2.073605 -14.864820 -1.891496 -0.4 0.2 -0.1 0.2681
H 1.273260 -16.385112 -1.474632 0.3 0.4 -0.6 0.3382
H -0.554851 -15.574760 -2.277797 -0.7 -0.7 0.8 0.2792
C 3.587863 -20.522341 -2.584037 -1.5 -0.8 0.2 -0.6672
O 2.503546 -20.186973 -3.441361 -0.3 -0.2 0.3 -0.4587
H 3.080047 -20.676863 -1.629168 0.3 -0.6 0.1 0.2740
H 4.050375 -21.454221 -2.959405 0.2 0.5 0.5 0.2331
H 4.259756 -19.716244 -2.385512 0.7 0.5 -0.4 0.2437
H 2.777174 -19.586118 -4.123478 0.6 0.5 -0.5 0.3113
C 6.163612 -18.595604 -4.778719 0.4 0.0 -2.5 -0.8214
O 4.762363 -18.631309 -4.667315 -0.7 0.6 0.0 -0.2446
H 6.493209 -17.830342 -5.537242 -0.3 -0.6 0.4 0.2244
H 6.621036 -18.278757 -3.882258 0.7 -0.1 1.3 0.3734
H 6.536546 -19.586481 -5.166563 -0.4 0.9 0.8 0.2540
H 4.457415 -17.707189 -4.519523 0.4 -0.6 -0.2 0.2845
C -0.164839 -18.609006 -4.265024 1.6 -0.3 0.1 -0.4576
O 0.905985 -17.833383 -4.856095 -1.5 0.9 -0.3 0.0228
H -0.531012 -18.174995 -3.340929 -0.4 0.5 0.0 0.1949
H -0.965631 -18.849516 -4.970383 0.2 0.0 0.1 0.1435
H 0.429533 -19.445510 -3.946140 -0.6 -1.1 0.1 0.1805
H 0.440169 -17.067488 -5.233538 0.8 0.0 -0.2 0.0169


Entry 2:
65
Properties=species:S:1:pos:R:3:forces:R:3:mulliken_charge:R:1 method="wB97M-V/def2-TZVPD" total_energy_ha=-2059.4356 charge=+4 homo_lumo_gap_ev=6.24 max_force_ev_per_a=1.4
Zr 1.109021 0.408413 0.503149 -0.1 0.0 -0.2 -0.0861
N 1.675552 2.327523 1.880606 0.2 -0.3 0.4 -0.3635
C 2.588073 1.943166 3.017441 0.2 -0.2 0.1 -0.9155
C 3.470348 0.793225 2.576069 0.0 0.3 0.2 -0.6829
N 2.645971 -0.364175 2.093673 0.1 -0.1 -0.1 0.2235
C 3.543328 -1.374695 1.441943 0.0 -0.3 -0.2 -0.7124
C 2.744836 -2.340698 0.584584 0.2 0.0 0.3 -0.7733
N 1.940128 -1.583553 -0.443682 0.2 -0.2 0.5 -0.2860
C 1.949319 -0.993741 3.270326 -0.3 -0.1 0.2 -1.0564
C 0.463749 -0.679947 3.290510 0.3 -0.1 0.3 -0.2997
N -0.085024 -0.929551 1.919153 -0.1 0.1 0.5 -0.2444
H 0.938641 2.911284 2.280618 -0.2 -0.1 -0.1 0.2969
H 2.198626 2.991407 1.311777 0.0 0.0 -0.1 0.3604
H 3.222195 2.780037 3.311926 -0.1 0.1 0.0 0.5675
H 1.988818 1.689447 3.890430 -0.1 0.0 0.0 0.3266
H 4.129293 1.126847 1.775969 0.0 -0.1 -0.1 0.5654
H 4.113805 0.479650 3.401778 0.0 -0.1 0.0 0.4731
H 4.288817 -0.861721 0.830639 0.0 0.1 0.0 0.5505
H 4.107137 -1.933669 2.192969 0.0 0.1 0.1 0.4591
H 3.429364 -3.043922 0.109420 -0.1 0.0 -0.1 0.5781
H 2.060399 -2.931410 1.193621 0.0 0.0 -0.1 0.3345
H 2.549553 -1.434473 -1.247136 0.0 0.1 -0.1 0.3510
H 1.237232 -2.225502 -0.804563 -0.2 0.1 0.0 0.1855
H 2.078930 -2.075413 3.231628 0.1 0.0 -0.1 0.4893
H 2.404435 -0.661524 4.204007 0.1 0.0 0.0 0.3653
H -0.012362 -1.315786 4.038982 -0.2 0.0 -0.1 0.5898
H 0.248964 0.354788 3.566529 0.0 0.0 -0.1 0.3368
H -0.039889 -1.934583 1.747608 0.1 0.0 -0.2 0.2788
H -1.090570 -0.742631 1.952935 0.0 0.1 -0.1 -0.1115
Cl 1.040939 2.539171 -1.131643 -0.4 0.5 -0.4 0.0105
C 2.695185 2.398074 -1.769241 0.1 0.3 -0.3 -0.4999
Cl 3.405959 1.068079 -0.827373 0.6 -0.1 -0.1 0.0912
H 3.250785 3.319348 -1.606933 0.0 0.0 0.1 0.4740
H 2.669290 2.130266 -2.822795 -0.1 -0.1 0.0 0.4408
C -4.255186 -1.439195 -1.780013 -0.3 0.1 0.0 -1.1932
C -2.931979 -2.099715 -1.581870 0.7 0.1 0.3 0.2590
C -2.363096 -2.838561 -2.754368 0.0 -0.2 -0.2 -1.1964
Sb -1.386625 -0.316074 -1.045915 -1.1 0.5 -0.6 0.4762
C -1.268520 0.924407 -2.879140 0.2 -0.3 0.2 0.4288
C -0.051850 0.473633 -3.687529 -0.2 0.1 0.0 -1.2776
C -2.549829 0.895047 -3.694429 -0.1 0.0 0.0 -1.5660
C -2.579669 1.023712 0.237803 0.3 -0.3 0.0 0.2283
C -1.664668 2.135805 0.753031 -0.4 -0.1 -0.4 -0.7635
C -3.293450 0.310365 1.389408 -0.1 0.0 -0.1 -1.8062
H -4.993346 -2.251469 -1.839997 0.1 0.0 0.0 0.4877
H -4.326612 -0.892074 -2.717364 0.0 0.0 0.1 0.2720
H -4.574523 -0.812076 -0.947869 0.0 0.0 0.0 0.3197
H -2.859838 -2.650457 -0.646408 0.0 0.0 0.0 0.5273
H -2.366889 -2.245502 -3.668201 0.0 0.0 0.0 0.2528
H -3.023653 -3.694336 -2.941829 0.0 0.0 0.0 0.4502
H -1.368958 -3.246453 -2.577707 0.0 0.0 0.0 0.3554
H -1.142722 1.935545 -2.491486 0.1 0.0 0.1 0.4249
H -0.246365 -0.487257 -4.167121 0.1 0.0 0.0 0.3611
H 0.851752 0.359468 -3.073422 0.0 0.0 -0.1 0.1056
H 0.154457 1.186842 -4.489674 0.0 0.0 0.0 0.4320
H -2.727268 -0.078199 -4.150526 0.0 0.0 0.0 0.2940
H -2.459716 1.618650 -4.509144 0.0 0.0 0.0 0.5057
H -3.420313 1.189204 -3.107841 0.0 0.0 0.0 0.3702
H -3.322378 1.461711 -0.430205 0.0 0.0 0.0 0.6987
H -0.773566 1.705751 1.275226 0.0 0.1 0.2 0.0033
H -2.186430 2.749176 1.493791 0.2 0.0 0.1 0.4873
H -1.340871 2.811370 -0.041124 0.1 0.0 0.0 0.2802
H -2.653137 0.194441 2.272343 0.0 0.0 0.0 0.6544
H -3.691729 -0.667060 1.114854 0.0 0.0 0.0 0.3838
H -4.143873 0.909570 1.721803 0.0 0.0 0.1 0.4277


Entry 3:
81
Properties=species:S:1:pos:R:3:forces:R:3:mulliken_charge:R:1 method="wB97M-V/def2-TZVPD" spin_multiplicity=6 total_energy_ha=-5130.4006 e_above_lowest_ev=0.0000 charge=+1 homo_lumo_gap_ev="9.44 / 10.20" max_force_ev_per_a=2.0
Mn -1.070896 -0.175915 -0.222986 -0.4 -0.2 -0.3 2.1708
O -4.506093 -0.222830 -2.087471 -0.2 0.0 0.1 -0.5020
C -3.362124 -0.149658 -1.417115 1.8 0.1 1.0 0.5134
O -2.424619 0.617269 -1.810703 -0.5 0.1 -0.6 -0.7404
O -3.169076 -0.842009 -0.382463 -0.9 -0.3 -0.4 -0.5642
H -4.428575 0.427134 -2.795475 -0.1 0.0 -0.2 0.3423
O 1.612374 -3.353739 -0.680676 -0.1 -0.2 0.4 -0.6861
S 1.056991 -2.577852 -1.734260 0.6 -0.1 0.2 1.0005
O 0.008974 -1.638400 -1.445686 -0.3 0.0 -0.2 -1.0006
O 2.269797 -1.824545 -2.361800 0.0 0.3 -0.1 -0.2766
C 2.009397 -0.760595 -3.322861 -0.3 0.5 -0.4 0.0028
C 3.144958 0.224456 -3.230101 0.7 -0.5 0.9 -0.9864
C 0.564968 -3.639788 -3.021944 -0.3 -0.2 -0.1 -0.7739
H 1.080286 -0.253278 -3.065053 0.0 -0.2 0.1 0.1024
H 1.879545 -1.202546 -4.312631 0.2 -0.1 0.0 0.3228
H 2.990704 1.098566 -3.853464 -0.1 0.0 0.0 0.3647
H 4.120509 -0.226851 -3.428406 -0.2 -0.1 -0.5 0.4542
H 3.237633 0.504656 -2.173420 -0.3 0.4 -0.2 0.0050
H 1.422212 -4.266531 -3.250831 0.0 0.0 -0.1 0.4236
H 0.238643 -3.056525 -3.878967 0.0 0.0 0.0 0.3553
H -0.244578 -4.259647 -2.644133 -0.1 0.1 0.0 -0.0533
O 2.066531 0.656420 2.922971 0.0 0.3 0.8 -0.7804
S 2.039330 -0.175382 1.772994 0.3 -0.5 -0.1 0.8976
O 0.870335 -0.152940 0.961301 -0.4 -0.1 -0.4 0.0909
O 3.211588 0.229756 0.823737 0.3 0.1 -0.2 -0.0061
C 4.433020 0.725058 1.450443 -0.1 0.7 -0.3 -0.2518
C 5.441826 0.925622 0.351788 0.7 -0.2 0.1 -0.9968
C 2.420302 -1.855076 2.144557 -0.2 0.4 0.3 -0.8999
H 4.744499 0.056094 2.249473 0.1 -0.2 -0.1 0.3824
H 4.207927 1.700974 1.879613 -0.1 -0.1 0.2 0.2452
H 6.338024 1.385544 0.776738 -0.1 0.1 0.1 0.4246
H 5.057159 1.596304 -0.413286 -0.1 -0.1 0.0 0.0287
H 5.797618 0.000457 -0.103164 -0.3 -0.1 -0.1 0.3280
H 1.501507 -2.288789 2.538048 0.1 -0.2 -0.1 0.2422
H 3.192646 -1.874376 2.909507 0.1 0.0 -0.1 0.4640
H 2.725452 -2.321438 1.213572 -0.1 -0.2 0.0 0.2641
O -0.449850 -3.771623 2.467167 0.2 0.2 0.2 -0.7097
S -1.435528 -3.145878 1.646946 -0.3 -0.9 -0.3 1.0279
O -1.339086 -1.759826 1.314029 0.4 0.1 0.4 -0.1807
O -1.503221 -3.902129 0.267876 -0.1 0.2 0.1 -0.1845
C -1.485700 -5.357188 0.307769 0.1 -0.2 -0.6 -0.4678
C -2.347926 -5.839781 -0.839233 0.0 0.5 0.1 -1.1129
C -3.037886 -3.436159 2.294384 -0.3 0.2 0.3 -1.1466
H -1.873960 -5.729481 1.253756 0.2 0.1 0.1 0.5690
H -0.447854 -5.658289 0.177894 0.0 0.0 0.2 0.2594
H -3.384072 -5.558373 -0.651750 -0.1 -0.3 0.0 0.3226
H -2.237244 -6.914752 -0.959183 -0.1 0.0 0.0 0.3822
H -2.063870 -5.344363 -1.767065 0.1 -0.1 0.0 0.1798
H -3.727103 -2.873887 1.665833 -0.1 -0.1 0.0 0.3198
H -3.065148 -3.087187 3.326196 0.1 0.2 -0.1 0.4217
H -3.273683 -4.496759 2.326268 0.1 0.0 -0.2 0.3756
O -1.702817 1.316257 1.141834 0.2 -0.2 -0.3 -0.6193
S -2.250894 2.296049 2.019385 0.0 0.2 0.4 1.0047
O -2.503420 3.603338 1.524501 0.0 0.5 -0.3 -0.7567
O -3.561152 1.661073 2.549035 -0.1 -0.3 0.3 -0.1553
C -4.381812 2.437537 3.465842 -0.8 0.0 0.3 -0.3676
C -5.616742 2.939617 2.748208 0.2 0.2 0.0 -1.0868
C -1.221647 2.384377 3.428928 0.0 -0.1 0.4 -1.0508
H -3.838785 3.261528 3.927197 0.3 0.0 -0.3 0.3220
H -4.643346 1.755226 4.273303 0.1 -0.1 -0.1 0.3497
H -5.321397 3.386561 1.799607 -0.1 0.0 0.0 0.2803
H -6.086405 3.712712 3.356550 -0.1 0.0 0.0 0.3681
H -6.344984 2.151836 2.573148 0.1 -0.1 -0.1 0.3071
H -1.286697 1.436493 3.959318 0.0 0.0 0.0 0.3100
H -1.583999 3.192837 4.058552 0.1 0.0 0.0 0.4866
H -0.192425 2.554588 3.123423 0.0 0.1 -0.1 0.3235
O 0.543414 2.281522 -3.393085 0.1 -0.1 -0.5 -0.7401
S 0.457236 2.449124 -1.983502 -0.4 0.3 -0.3 0.8798
O 0.233899 1.305087 -1.158095 0.3 -0.3 0.1 -0.0567
O 1.814045 3.024914 -1.452196 0.0 0.4 0.5 0.2243
C 2.331046 4.232951 -2.064885 0.3 0.1 -0.5 -0.2715
C 3.725417 4.455999 -1.558837 0.5 0.0 0.3 -1.2406
C -0.766131 3.660099 -1.612082 0.4 -0.4 0.2 -1.0330
H 1.698968 5.088118 -1.824931 -0.1 -0.1 0.1 0.2330
H 2.344250 4.098271 -3.147248 -0.1 -0.1 0.0 0.3731
H 4.176059 5.304047 -2.075357 -0.1 0.0 0.0 0.4247
H 4.368060 3.595228 -1.747181 -0.1 -0.1 -0.1 0.2224
H 3.758447 4.674105 -0.490668 -0.1 -0.1 0.0 0.3258
H -0.332450 4.636747 -1.796298 -0.3 0.1 -0.1 0.5022
H -1.023235 3.522396 -0.565451 -0.2 0.2 0.0 0.1189
H -1.599168 3.427441 -2.267746 -0.1 0.1 0.0 0.3590